{"formula": "C4H4O2", "method": "the ωB97M-V functional and the def2-TZVPD basis", "symbols": ["C", "O", "C", "O", "C", "C", "H", "H", "H", "H"], "coordinates": [[-1.717, 0.159, 0.039], [-0.544, 0.746, -0.556], [0.554, 0.291, 0.038], [0.524, -0.641, 0.833], [1.871, 0.842, -0.389], [2.447, -0.248, -0.286], [-2.541, 0.323, -0.647], [-1.554, -0.901, 0.228], [-1.886, 0.664, 0.992], [2.847, -1.235, -0.251]], "atomic_forces_ev_per_a": [[-0.30, -0.01, 0.00], [0.23, 0.08, 0.17], [-0.46, -0.74, 0.52], [-0.90, 0.51, 0.56], [0.12, -0.83, 0.06], [1.14, 0.80, -1.06], [0.05, 0.11, -0.03], [-0.16, 0.16, -0.13], [-0.16, -0.10, -0.07], [0.42, 0.02, -0.01]], "lowdin_charge": [-0.04, -0.02, -0.59, 0.03, 0.04, 0.20, 0.09, 0.09, 0.10, 0.09], "charge": 0, "fmax_ev_per_a": 1.76, "e_tot_ha": -305.14070, "homo_lumo_gap_ev": 10.12, "de_lowest_kj_mol": 364.3, "e_homo_ha": -0.3627, "lumo_ha": 0.00920}


{"formula": "C4H4O2", "method": "the ωB97M-V functional and the def2-TZVPD basis", "symbols": ["C", "C", "O", "C", "C", "O", "H", "H", "H", "H"], "coordinates": [[0.352, -0.728, -0.887], [0.988, 0.491, 0.872], [1.437, -0.835, -0.113], [-0.726, 0.129, 0.074], [-1.895, 0.436, 0.209], [1.344, 1.596, 0.639], [1.086, -0.118, 1.774], [-0.112, -1.677, -1.176], [0.445, 0.010, -1.696], [-2.921, 0.695, 0.304]], "atomic_forces_ev_per_a": [[-1.45, 1.40, 0.84], [2.91, -0.64, -0.62], [0.50, 1.32, 1.05], [-0.65, -1.43, -1.41], [0.38, -0.06, 0.08], [-0.50, -0.87, -0.02], [-1.07, 0.26, 0.15], [0.02, 0.22, -0.06], [-0.07, -0.35, -0.17], [-0.07, 0.15, 0.17]], "lowdin_charge": [-0.23, -0.27, -0.14, -0.12, 0.19, 0.12, 0.16, 0.12, 0.12, 0.04], "charge": 0, "fmax_ev_per_a": 3.04, "e_tot_ha": -305.10461, "homo_lumo_gap_ev": 9.06, "de_lowest_kj_mol": 459.1, "e_homo_ha": -0.3706, "lumo_ha": -0.03786}


{"formula": "C4H4O2", "method": "the ωB97M-V functional and the def2-TZVPD basis", "symbols": ["O", "C", "C", "O", "C", "C", "H", "H", "H", "H"], "coordinates": [[1.639, 0.199, -0.367], [0.337, 0.149, 0.005], [-0.509, 0.784, -0.997], [0.060, 1.446, -1.859], [-0.064, -0.926, 0.888], [-0.457, -1.784, 1.635], [1.566, 0.734, -1.202], [-0.199, 1.239, 0.431], [-1.593, 0.684, -0.870], [-0.816, -2.542, 2.300]], "atomic_forces_ev_per_a": [[-0.07, 0.36, 0.16], [-0.71, 1.04, 0.56], [-0.20, -0.51, -1.41], [-0.64, -0.15, -0.14], [-0.45, -0.18, 0.20], [0.17, 0.43, -0.37], [0.43, -0.16, 0.23], [1.42, -1.15, 1.04], [-0.09, 0.17, -0.11], [0.14, 0.16, -0.17]], "lowdin_charge": [0.05, -0.41, -0.27, 0.01, -0.05, 0.15, 0.11, 0.23, 0.15, 0.04], "charge": 0, "smiles": "C#C[C@@H](O)C=O", "fmax_ev_per_a": 2.11, "e_tot_ha": -305.16343, "homo_lumo_gap_ev": 10.50, "de_lowest_kj_mol": 304.6, "e_homo_ha": -0.3611, "lumo_ha": 0.02483}


{"formula": "C4H4O2", "method": "the ωB97M-V functional and the def2-TZVPD basis", "symbols": ["O", "C", "C", "O", "C", "C", "H", "H", "H", "H"], "coordinates": [[-2.212, -0.339, -0.062], [-1.060, 0.399, -0.372], [0.178, -0.488, -0.356], [0.126, -1.633, -0.754], [1.392, 0.057, 0.233], [2.364, 0.433, 0.838], [-1.932, -1.236, 0.163], [-0.936, 1.241, 0.320], [-1.149, 0.813, -1.389], [3.230, 0.753, 1.378]], "atomic_forces_ev_per_a": [[-0.05, -0.13, 0.08], [0.19, 0.20, -0.02], [-0.08, -0.36, -0.08], [0.02, 0.44, 0.28], [0.59, 0.18, 0.27], [-0.46, -0.13, -0.30], [-0.15, 0.03, -0.19], [0.01, -0.16, -0.04], [0.07, -0.03, 0.13], [-0.13, -0.02, -0.12]], "lowdin_charge": [-0.04, -0.20, -0.40, 0.11, -0.03, 0.16, 0.09, 0.12, 0.14, 0.04], "charge": 0, "smiles": "C#CC(=O)CO", "fmax_ev_per_a": 0.67, "e_tot_ha": -305.20555, "homo_lumo_gap_ev": 10.53, "de_lowest_kj_mol": 194.1, "e_homo_ha": -0.3935, "lumo_ha": -0.00662}


{"formula": "C4H4O2", "method": "the ωB97M-V functional and the def2-TZVPD basis", "symbols": ["O", "C", "O", "C", "C", "C", "H", "H", "H", "H"], "coordinates": [[2.412, -0.907, -0.025], [1.384, -0.312, 0.043], [1.175, 1.023, 0.205], [-0.257, 0.795, 0.375], [-0.990, 0.653, -0.863], [-0.089, -0.680, 0.055], [-0.650, 1.132, 1.328], [-2.027, 0.395, -0.587], [-0.404, -0.603, -1.125], [-0.555, -1.496, 0.594]], "atomic_forces_ev_per_a": [[-0.55, 0.30, 0.02], [0.53, -0.32, -0.12], [0.16, 0.00, 0.00], [-0.35, 0.14, 0.11], [-0.07, 0.14, 0.15], [-0.01, -0.30, 0.17], [0.02, -0.02, -0.15], [0.14, 0.01, -0.04], [0.06, -0.09, -0.07], [0.07, 0.13, -0.06]], "lowdin_charge": [0.16, -0.46, 0.09, -0.33, 0.09, -0.05, 0.16, 0.07, 0.13, 0.15], "charge": 0, "fmax_ev_per_a": 0.63, "e_tot_ha": -305.13535, "homo_lumo_gap_ev": 10.21, "de_lowest_kj_mol": 378.4, "e_homo_ha": -0.3494, "lumo_ha": 0.02596}


{"formula": "C4H4O2", "method": "the ωB97M-V functional and the def2-TZVPD basis", "symbols": ["O", "C", "C", "O", "C", "C", "H", "H", "H", "H"], "coordinates": [[1.479, -0.487, 0.586], [0.207, -0.097, 0.193], [-0.160, 1.237, 0.783], [0.497, 1.706, 1.683], [-0.146, -0.485, -1.166], [-0.643, -1.150, -2.037], [1.726, 0.102, 1.324], [-0.683, -0.684, 0.547], [-1.136, 1.645, 0.472], [-1.265, -1.856, -2.531]], "atomic_forces_ev_per_a": [[-0.19, -0.17, 0.19], [-0.44, -0.11, -0.01], [0.01, 0.16, 0.19], [-0.24, -0.07, -0.54], [0.05, -0.11, -0.89], [-0.11, 0.24, 0.52], [-0.09, -0.10, -0.19], [0.70, -0.16, 1.33], [0.09, 0.20, -0.05], [0.22, 0.12, -0.56]], "lowdin_charge": [0.02, -0.40, -0.18, 0.07, -0.07, 0.12, 0.10, 0.17, 0.14, 0.04], "charge": 0, "smiles": "C#C[C@@H](O)C=O", "fmax_ev_per_a": 1.51, "e_tot_ha": -305.18079, "homo_lumo_gap_ev": 10.58, "de_lowest_kj_mol": 259.1, "e_homo_ha": -0.3664, "lumo_ha": 0.02226}


{"formula": "C4H4O2", "method": "the ωB97M-V functional and the def2-TZVPD basis", "symbols": ["O", "C", "C", "O", "C", "C", "H", "H", "H", "H"], "coordinates": [[0.483, -1.411, -0.977], [0.030, -0.111, -1.277], [0.407, 0.866, -0.173], [1.046, 1.877, -0.342], [-0.087, 0.457, 1.149], [-0.561, 0.064, 2.186], [0.210, -1.623, -0.073], [-1.065, -0.074, -1.411], [0.511, 0.208, -2.203], [-0.974, -0.253, 3.120]], "atomic_forces_ev_per_a": [[-0.04, -0.12, 0.22], [-0.03, 0.26, -0.17], [0.19, 0.31, -0.07], [-0.33, -0.41, 0.07], [-0.21, -0.16, 0.55], [0.21, 0.18, -0.44], [-0.01, -0.08, -0.16], [0.17, -0.01, 0.03], [-0.03, -0.03, 0.12], [0.09, 0.05, -0.16]], "lowdin_charge": [-0.04, -0.20, -0.39, 0.12, -0.03, 0.16, 0.08, 0.13, 0.13, 0.04], "charge": 0, "smiles": "C#CC(=O)CO", "fmax_ev_per_a": 0.61, "e_tot_ha": -305.20654, "homo_lumo_gap_ev": 10.27, "de_lowest_kj_mol": 191.4, "e_homo_ha": -0.3785, "lumo_ha": -0.00093}


{"formula": "C4H4O2", "method": "the ωB97M-V functional and the def2-TZVPD basis", "symbols": ["O", "C", "O", "C", "C", "C", "H", "H", "H", "H"], "coordinates": [[-0.677, -1.280, 2.154], [-0.227, -0.793, 1.159], [0.908, -1.174, 0.522], [-0.793, 0.401, 0.143], [-0.085, 0.178, -1.169], [0.834, 0.188, -0.010], [-1.212, 1.362, 0.444], [-0.383, -0.791, -1.597], [-0.039, 1.055, -1.819], [1.675, 0.854, 0.174]], "atomic_forces_ev_per_a": [[0.43, 0.85, -0.51], [-3.45, -0.79, -0.21], [-0.41, 2.09, 0.31], [3.60, -1.48, 2.47], [-0.44, -0.40, 0.02], [-0.07, 0.29, -2.15], [0.13, -0.56, 0.24], [0.75, 0.55, -0.31], [-0.14, -0.37, 0.12], [-0.40, -0.19, 0.02]], "lowdin_charge": [0.13, -0.47, 0.08, 0.03, -0.10, -0.19, 0.12, 0.13, 0.12, 0.15], "charge": 0, "fmax_ev_per_a": 4.61, "e_tot_ha": -305.19459, "homo_lumo_gap_ev": 10.94, "de_lowest_kj_mol": 222.8, "e_homo_ha": -0.3691, "lumo_ha": 0.03299}